Density functional theory data (ωB97M-V/def2-TZVPD) for a cluster of 12 separate species, C83H163N7O22 in total at a distorted geometry.

Positions of all 275 atoms, in Å:
C: 0.83600 -4.33267 -11.60581
C: -0.28408 -3.59845 -10.84244
C: -0.44042 -4.04020 -9.38776
O: -0.72928 -2.90508 -8.63743
C: -0.50771 -1.88281 -9.46595
O: -0.72849 -0.67234 -9.14655
O: 0.00331 -2.30547 -10.58650
H: 1.09431 -3.70772 -12.46069
H: 0.55705 -5.32848 -11.95026
H: 1.66682 -4.37804 -10.90169
H: -1.24750 -3.62152 -11.35176
H: 0.40442 -4.56255 -8.93887
H: -1.27874 -4.73522 -9.33994
C: -0.05115 7.68495 5.47968
C: 1.09942 7.03828 4.72555
C: 2.43449 7.33895 5.45020
O: 2.96882 6.08122 5.60427
C: 2.11878 5.10224 5.20249
O: 2.29947 3.89163 5.21550
O: 0.99700 5.69673 4.73880
H: 0.11207 8.72192 5.77323
H: -0.33711 7.00938 6.28586
H: -0.95044 7.58613 4.87172
H: 1.11911 7.43725 3.71137
H: 2.19248 7.77147 6.42099
H: 2.96829 8.11711 4.90464
C: 7.00885 0.97614 2.80890
C: 6.52823 1.36076 4.21051
C: 7.14794 0.48952 5.24443
O: 7.55762 1.43484 6.27435
C: 7.49337 2.67202 5.76400
O: 7.81880 3.71356 6.34773
O: 7.03305 2.60945 4.50441
H: 8.08731 0.81959 2.78659
H: 6.76463 1.85125 2.20669
H: 6.46211 0.12398 2.40517
H: 5.44397 1.25333 4.24117
H: 7.95488 -0.06752 4.76835
H: 6.38467 -0.20423 5.59688
C: 5.59825 0.76983 -5.71122
C: 4.96548 1.04083 -7.07369
C: 5.87727 1.30921 -8.18089
O: 5.89510 0.11858 -9.01445
C: 4.97360 -0.71486 -8.51766
O: 4.63814 -1.83481 -8.97068
O: 4.40737 -0.15652 -7.52685
H: 6.56516 0.28622 -5.85021
H: 4.92542 0.08885 -5.19002
H: 5.83960 1.71751 -5.22982
H: 4.23333 1.81263 -6.83625
H: 6.83245 1.65057 -7.78188
H: 5.54432 2.19434 -8.72293
C: -5.44971 2.50572 -7.82318
C: -6.16415 3.13314 -9.04830
C: -7.06433 4.28389 -8.83212
O: -6.78661 5.17942 -9.85741
C: -5.51859 4.79276 -10.34516
O: -4.80841 5.55006 -10.92017
O: -5.17511 3.63879 -9.81251
H: -6.09356 1.90449 -7.18124
H: -5.05859 3.25513 -7.13505
H: -4.63867 1.83154 -8.09852
H: -6.51218 2.42204 -9.79751
H: -6.84110 4.79060 -7.89322
H: -8.09965 3.95006 -8.90108
C: -3.70496 4.95924 1.71421
C: -3.83280 5.93708 0.53903
C: -4.22377 5.23161 -0.81856
C: -5.61147 4.75901 -0.96094
C: -6.57285 5.89561 -0.69415
C: -6.29986 6.72786 0.64412
N: -4.84676 6.99462 0.71624
O: -4.57594 7.56330 1.94494
C: -7.08318 8.07040 0.62857
C: -6.84605 5.80827 1.81496
C: -2.45434 6.55930 0.32065
H: -4.64835 4.52473 2.04480
H: -3.22194 5.36592 2.60270
H: -3.17251 4.04969 1.43615
H: -4.03792 5.94932 -1.61760
H: -3.49895 4.44230 -1.01783
H: -5.75852 3.99410 -0.19846
H: -5.69676 4.32831 -1.95859
H: -7.61933 5.62009 -0.82478
H: -6.47934 6.66621 -1.45936
H: -6.70124 8.67887 -0.19117
H: -8.13618 7.87416 0.42662
H: -7.01054 8.78664 1.44699
H: -6.34864 6.07177 2.74837
H: -7.90692 5.94604 2.02394
H: -6.64684 4.75607 1.61174
H: -2.40007 7.00117 -0.67429
H: -1.69103 5.78873 0.21259
H: -2.05637 7.23721 1.07574
H: -3.91920 8.25395 1.82967
C: -1.65176 0.07395 -2.65803
C: -0.33596 -0.20104 -1.88421
C: 0.52896 1.08183 -2.00361
C: 1.78662 1.13550 -1.20049
C: 1.46501 0.87170 0.30032
C: 0.43186 -0.29177 0.65670
N: -0.60146 -0.32070 -0.44310
O: -1.62759 -1.17265 -0.15563
C: 1.17330 -1.73860 0.78991
C: -0.28840 0.08505 2.00317
C: 0.28707 -1.44617 -2.50153
H: -1.60238 0.19336 -3.74035
H: -2.15199 0.94359 -2.23191
H: -2.29463 -0.79843 -2.54063
H: 0.74163 1.17564 -3.06854
H: -0.07252 1.98771 -1.92800
H: 2.42877 2.01175 -1.28957
H: 2.46613 0.34849 -1.52759
H: 1.10586 1.81810 0.70457
H: 2.44239 0.64953 0.72865
H: 0.41206 -2.51275 0.88640
H: 1.84998 -1.89272 -0.05060
H: 1.82418 -1.69081 1.66293
H: -1.05265 -0.65625 2.23662
H: 0.37306 0.07516 2.86947
H: -0.76313 1.06623 2.00055
H: -0.11639 -2.43357 -2.27715
H: 1.33534 -1.62715 -2.26390
H: 0.28621 -1.43154 -3.59142
H: -2.16496 -0.66189 0.45426
C: 5.17728 -10.63976 -3.62939
C: 4.75744 -9.22742 -3.23063
C: 5.97028 -8.72328 -2.36277
C: 5.81501 -7.17421 -1.95704
C: 5.83377 -6.30653 -3.24927
C: 4.80136 -6.83511 -4.34804
N: 4.61930 -8.33811 -4.40754
O: 3.60854 -8.76668 -5.28903
C: 3.44951 -6.17502 -3.98636
C: 5.32219 -6.36310 -5.75358
C: 3.41063 -9.35118 -2.38133
H: 4.57362 -11.21305 -4.33296
H: 5.28981 -11.28937 -2.76137
H: 6.10811 -10.45622 -4.16603
H: 5.93322 -9.08741 -1.33605
H: 6.96434 -9.03133 -2.68688
H: 6.63900 -6.88013 -1.30693
H: 4.87883 -6.99787 -1.42733
H: 6.84516 -6.20337 -3.64238
H: 5.47650 -5.32069 -2.95163
H: 2.65627 -6.49484 -4.66209
H: 3.14218 -6.39428 -2.96382
H: 3.55047 -5.10742 -4.18169
H: 4.56430 -6.40798 -6.53568
H: 5.38630 -5.27549 -5.78688
H: 6.26919 -6.76867 -6.10969
H: 3.28197 -8.48110 -1.73751
H: 3.48096 -10.19587 -1.69601
H: 2.50496 -9.32013 -2.98705
H: 4.09463 -9.31934 -5.90538
C: 2.38332 -4.97680 8.84550
C: 1.66445 -3.63066 9.07054
C: 0.32702 -3.83988 8.26580
C: -0.76822 -4.48917 9.16328
C: -0.76579 -3.79060 10.55044
C: 0.58791 -3.79435 11.38068
N: 1.58530 -3.27678 10.46030
O: 2.81964 -2.96115 11.11333
C: 0.42431 -2.77909 12.51808
C: 0.98026 -5.15936 11.79566
C: 2.37822 -2.46785 8.48126
H: 2.98365 -4.91394 7.93789
H: 1.77545 -5.88141 8.86193
H: 2.99873 -5.07313 9.73998
H: -0.04905 -2.96609 7.73365
H: 0.56803 -4.57239 7.49546
H: -0.54200 -5.52278 9.42521
H: -1.78764 -4.46166 8.77840
H: -1.54171 -4.23967 11.17046
H: -1.09150 -2.75498 10.45296
H: 1.34717 -2.36621 12.92546
H: -0.30517 -2.00552 12.27813
H: 0.00011 -3.28478 13.38549
H: 1.20223 -5.87090 11.00034
H: 1.85003 -5.15322 12.45260
H: 0.06936 -5.46334 12.31137
H: 1.91584 -1.53159 8.79385
H: 2.20308 -2.41011 7.40697
H: 3.42801 -2.43270 8.77249
H: 2.90753 -2.02626 10.91361
C: -2.90176 1.30572 9.19450
C: -4.03361 2.26912 8.65454
C: -3.69877 2.49161 7.18880
C: -3.98199 1.19859 6.28584
C: -5.41976 0.81168 6.45935
C: -5.90684 0.65498 7.93347
N: -5.39755 1.76270 8.77797
O: -5.76320 1.58389 10.13973
C: -7.47431 0.76828 7.82596
C: -5.49009 -0.74136 8.46247
C: -3.97090 3.65808 9.35736
H: -2.02182 1.33300 8.55182
H: -3.26020 0.27644 9.20888
H: -2.55706 1.64617 10.17091
H: -4.29472 3.35973 6.90718
H: -2.66133 2.82158 7.13459
H: -3.25836 0.39428 6.41831
H: -3.90197 1.53029 5.25063
H: -5.56527 -0.13130 5.93235
H: -6.10763 1.45195 5.90709
H: -7.74816 1.72111 7.37295
H: -7.94855 0.04738 7.16001
H: -7.94542 0.59400 8.79333
H: -4.54161 -1.14661 8.11000
H: -5.57770 -0.86274 9.54215
H: -6.17633 -1.42606 7.96412
H: -3.04865 4.14016 9.03312
H: -3.88389 3.44167 10.42211
H: -4.79862 4.36523 9.30321
H: -6.56397 2.11014 10.19827
C: -1.80609 -7.39594 -2.36318
C: -3.21348 -8.02996 -2.28619
C: -3.82728 -7.79040 -0.89745
C: -4.48387 -6.46740 -0.75400
C: -5.52944 -6.18233 -1.88724
C: -4.91771 -6.36423 -3.32466
N: -4.14688 -7.64056 -3.36905
O: -3.72213 -7.92414 -4.73282
C: -6.08805 -6.41965 -4.24271
C: -4.08858 -5.16326 -3.60303
C: -2.99554 -9.54297 -2.45824
H: -1.29172 -7.69356 -3.27693
H: -1.18598 -7.55992 -1.48189
H: -1.84517 -6.32084 -2.18790
H: -4.57418 -8.56301 -0.71492
H: -3.23609 -7.96085 0.00229
H: -3.65329 -5.76496 -0.82337
H: -4.88618 -6.40892 0.25735
H: -5.77746 -5.14832 -1.64765
H: -6.39968 -6.80632 -1.68374
H: -5.83844 -6.51107 -5.29980
H: -6.63170 -7.34176 -4.03715
H: -6.75211 -5.59079 -3.99756
H: -4.68014 -4.31877 -3.95658
H: -3.45562 -4.80519 -2.79109
H: -3.43716 -5.47971 -4.41765
H: -2.54118 -9.72459 -3.43225
H: -3.99176 -9.98363 -2.42023
H: -2.40102 -10.09016 -1.72664
H: -2.86299 -7.49698 -4.70098
C: 3.27460 9.20676 -2.67362
C: 4.02071 7.97854 -3.39090
C: 2.87927 7.14051 -4.10093
C: 3.33066 6.08547 -5.11735
C: 4.24766 6.74544 -6.13406
C: 5.45289 7.65436 -5.61434
N: 4.94455 8.41743 -4.48867
O: 5.89845 9.41013 -4.12617
C: 6.68177 6.83305 -5.15456
C: 5.80711 8.57508 -6.81988
C: 4.71491 7.08871 -2.35678
H: 2.74164 9.72407 -3.47140
H: 2.46006 8.81728 -2.06294
H: 3.91943 9.75373 -1.98578
H: 2.31218 6.59054 -3.34990
H: 2.13048 7.72323 -4.63745
H: 3.89564 5.33641 -4.56254
H: 2.59626 5.51602 -5.68697
H: 3.76191 7.19791 -6.99859
H: 4.65467 5.90751 -6.70002
H: 6.34240 5.88602 -4.73496
H: 7.32881 7.38854 -4.47569
H: 7.28347 6.71761 -6.05609
H: 4.93629 9.14589 -7.14219
H: 5.91341 7.89285 -7.66331
H: 6.64787 9.25852 -6.70101
H: 5.53359 7.63839 -1.89234
H: 4.08878 6.86352 -1.49345
H: 5.27432 6.23664 -2.74297
H: 5.83426 10.12907 -4.75910

Its structure (SMILES) is CC1(C)CCCC(C)(C)N1O.CC1(C)CCCC(C)(C)N1O.CC1(C)CCCC(C)(C)N1O.CC1(C)CCCC(C)(C)N1O.CC1(C)CCCC(C)(C)N1O.CC1(C)CCCC(C)(C)N1O.CC1(C)CCCC(C)(C)N1O.C[C@H]1COC(=O)O1.C[C@H]1COC(=O)O1.C[C@H]1COC(=O)O1.C[C@H]1COC(=O)O1.C[C@H]1COC(=O)O1. Its HOMO energy is -7.817 eV. As for the molar mass: 1611.24 g mol⁻¹. The calculation puts the energy at -144174.4231 eV.

Mulliken atomic charge list, values in e, 99 entries: atom 1 (C): -1.294, atom 2 (C): 0.423, atom 3 (C): -0.533, atom 4 (O): -0.254, atom 5 (C): 0.670, atom 6 (O): -0.653, atom 7 (O): -0.313, atom 8 (H): 0.335, atom 9 (H): 0.354, atom 10 (H): 0.323, atom 11 (H): 0.330, atom 12 (H): 0.330, atom 13 (H): 0.284, atom 14 (C): -1.412, atom 15 (C): 0.450, atom 16 (C): -0.381, atom 17 (O): -0.306, atom 18 (C): 0.578, atom 19 (O): -0.571, atom 20 (O): -0.277, atom 21 (H): 0.375, atom 22 (H): 0.393, atom 23 (H): 0.281, atom 24 (H): 0.277, atom 25 (H): 0.264, atom 26 (H): 0.329, atom 27 (C): -1.417, atom 28 (C): 0.456, atom 29 (C): -0.363, atom 30 (O): -0.333, atom 31 (C): 0.663, atom 32 (O): -0.578, atom 33 (O): -0.350, atom 34 (H): 0.411, atom 35 (H): 0.322, atom 36 (H): 0.371, atom 37 (H): 0.261, atom 38 (H): 0.260, atom 39 (H): 0.295, atom 40 (C): -1.477, atom 41 (C): 0.463, atom 42 (C): -0.424, atom 43 (O): -0.334, atom 44 (C): 0.708, atom 45 (O): -0.638, atom 46 (O): -0.300, atom 47 (H): 0.359, atom 48 (H): 0.380, atom 49 (H): 0.373, atom 50 (H): 0.290, atom 51 (H): 0.326, atom 52 (H): 0.270, atom 53 (C): -1.345, atom 54 (C): 0.376, atom 55 (C): -0.394, atom 56 (O): -0.328, atom 57 (C): 0.598, atom 58 (O): -0.509, atom 59 (O): -0.295, atom 60 (H): 0.375, atom 61 (H): 0.323, atom 62 (H): 0.346, atom 63 (H): 0.280, atom 64 (H): 0.282, atom 65 (H): 0.291, atom 66 (C): -1.551, atom 67 (C): 1.858, atom 68 (C): -1.464, atom 69 (C): -0.489, atom 70 (C): -1.231, atom 71 (C): 1.596, atom 72 (N): 0.119, atom 73 (O): -0.516, atom 74 (C): -1.841, atom 75 (C): -1.669, atom 76 (C): -1.877, atom 77 (H): 0.314, atom 78 (H): 0.286, atom 79 (H): 0.345, atom 80 (H): 0.410, atom 81 (H): 0.465, atom 82 (H): 0.242, atom 83 (H): 0.382, atom 84 (H): 0.377, atom 85 (H): 0.443, atom 86 (H): 0.467, atom 87 (H): 0.382, atom 88 (H): 0.343, atom 89 (H): 0.392, atom 90 (H): 0.407, atom 91 (H): 0.290, atom 92 (H): 0.436, atom 93 (H): 0.375, atom 94 (H): 0.360, atom 95 (H): 0.348, atom 96 (C): -1.933, atom 97 (C): 1.708, atom 98 (C): -1.337, atom 99 (C): -0.680